{"formula": "C3H3AgCl9F", "method": "wB97M-V/def2-TZVPD", "symbols": ["Ag", "Cl", "Cl", "Cl", "Cl", "Cl", "Cl", "Cl", "Cl", "Cl", "F", "C", "C", "C", "H", "H", "H"], "xyz": [[9.42046, 23.99507, -9.93727], [9.83634, 19.43627, -11.22523], [7.34224, 20.69784, -10.31524], [11.42314, 21.95132, -14.14226], [6.78554, 22.97178, -11.60183], [6.48789, 24.45945, -14.08252], [6.94691, 25.85398, -11.55865], [9.91769, 21.85591, -9.57239], [11.99432, 24.16564, -12.18542], [13.09507, 21.50513, -11.73812], [9.28008, 23.49438, -11.48835], [8.97039, 21.01584, -10.86235], [7.36747, 24.40375, -12.47788], [11.70097, 22.40758, -12.43489], [10.72629, 22.19884, -11.99384], [8.43017, 24.36414, -12.71702], [9.04732, 21.61049, -11.77262]], "e_homo_ha": [-0.52152, -0.52104], "total_charge": 1, "energy_ev": -122563.690, "multiplicity": 2, "de_lowest_ev": 3.0273, "largest_force_ev_per_a": 13.7, "homo_lumo_gap_ev": [8.33, 5.98]}

***

{"formula": "C57H54BrN6OP2S2Se2Si2W", "method": "wB97M-V/def2-TZVPD", "symbols": ["W", "Br", "Se", "Se", "S", "S", "P", "P", "Si", "Si", "O", "N", "N", "N", "N", "N", "N", "C", "C", "C", "C", "C", "C", "C", "C", "C", "C", "C", "C", "C", "C", "C", "C", "C", "C", "C", "C", "C", "C", "C", "C", "C", "C", "C", "C", "C", "C", "C", "C", "C", "C", "C", "C", "C", "C", "C", "C", "C", "C", "C", "C", "C", "C", "C", "C", "C", "C", "C", "C", "C", "C", "C", "C", "C", "H", "H", "H", "H", "H", "H", "H", "H", "H", "H", "H", "H", "H", "H", "H", "H", "H", "H", "H", "H", "H", "H", "H", "H", "H", "H", "H", "H", "H", "H", "H", "H", "H", "H", "H", "H", "H", "H", "H", "H", "H", "H", "H", "H", "H", "H", "H", "H", "H", "H", "H", "H", "H", "H"], "xyz": [[0.42287, -0.83463, -1.20435], [0.90493, -0.47608, -5.03922], [-3.50919, 2.40107, 3.46079], [-0.88384, -2.03916, 0.69928], [1.88174, 0.01198, 0.66424], [4.18365, 1.38807, 1.63318], [-2.65451, 3.47325, 1.87323], [-2.04012, -0.41364, 1.63379], [-0.80834, -2.88318, -2.47282], [1.74712, -3.11110, -0.35402], [1.51034, 0.15929, -2.24119], [4.25269, -1.01572, -1.45585], [-1.08488, -0.00379, -3.09737], [-0.70729, 0.79534, -0.34380], [-0.46086, 1.96197, -0.92767], [4.39870, -0.01526, -0.55917], [-1.04815, 2.92138, -0.28616], [-2.18909, -0.82620, 5.66370], [-2.23442, 0.57788, -2.70375], [-5.85372, 5.69939, 0.81317], [-1.72391, 2.39818, 0.75780], [3.67876, 0.66063, -3.05303], [-1.42515, 4.70212, 2.35706], [3.58854, 0.29759, 0.34906], [-3.77183, -0.74150, 1.28958], [-5.91069, -0.08423, 0.42310], [5.22931, -2.47268, 3.78090], [0.28285, -6.98086, -0.55774], [4.09291, 2.84100, -3.98330], [-1.63287, -0.40185, 3.37546], [-0.48562, 6.90685, 2.27512], [-1.49808, 1.02706, 0.74097], [-4.25833, -2.02568, 1.52806], [-4.59796, 0.23027, 0.73288], [0.94500, -5.83158, -0.17635], [-2.90890, 1.52890, -3.43642], [-0.92783, -0.38771, 6.04077], [-0.60808, 0.36747, -4.29006], [5.20536, -1.14357, 3.39688], [-5.90290, 5.60276, -0.57019], [-0.89982, -3.09916, -4.34832], [-0.97704, -5.71433, -2.15380], [-5.57407, -2.32715, 1.22877], [5.87107, -0.72744, 2.25019], [-4.85609, 5.05088, 1.51647], [5.86429, 0.71389, 1.83466], [0.50573, 6.51368, 3.15913], [-2.55004, -0.83246, 4.32777], [-2.65041, -2.66595, -1.97901], [-0.01272, 0.03096, 5.08451], [5.91210, -3.40693, 3.01604], [4.52151, 1.55380, -3.69770], [6.54796, -1.66878, 1.48528], [6.56969, -3.00262, 1.86548], [-1.45218, 6.00095, 1.86717], [0.65958, -4.60134, -0.77919], [-6.39850, -1.35727, 0.67408], [-2.36528, 1.94084, -4.64478], [0.53591, 5.21231, 3.64357], [-1.19910, 1.34536, -5.08060], [4.06405, -0.71297, -2.67764], [-4.94388, 4.86553, -1.24688], [1.97902, -3.19675, 1.52990], [2.80974, 3.24022, -3.63508], [-0.68013, -6.92486, -1.55986], [-0.31523, -4.54409, -1.76526], [-3.88610, 4.31448, 0.84002], [2.39425, 1.07972, -2.73342], [-3.93213, 4.22462, -0.54771], [3.40327, -3.69299, -1.04188], [-0.35648, 0.01796, 3.74488], [-0.43154, 4.30799, 3.25047], [4.15316, -1.76448, -3.74381], [1.93860, 2.35641, -3.01676], [7.10173, -3.72471, 1.26083], [0.51543, -7.92359, -0.08165], [-1.60501, -3.92427, -4.47944], [-0.50808, 7.91959, 1.89921], [2.12631, -2.23691, 2.01514], [6.39848, 0.84641, 0.89681], [-0.74452, 1.60933, -6.02285], [-4.97644, 4.79879, -2.32585], [4.76137, 3.53196, -4.47387], [5.93130, -4.44546, 3.31811], [1.13358, -3.69516, 2.00285], [-2.84079, 2.70560, -5.24107], [6.33030, 1.35266, 2.58632], [-5.95347, -3.32050, 1.41953], [-2.97223, -1.70254, -1.59696], [-3.60934, -2.79294, 1.93378], [-6.68842, 6.10315, -1.11847], [-1.74326, -5.68209, -2.91743], [3.42220, -3.84353, -2.11353], [0.97199, 0.36468, 5.38097], [4.71303, -2.78259, 4.67905], [-4.23050, 1.23369, 0.55769], [-2.61999, 0.27425, -1.74206], [0.93036, 2.64202, -2.74890], [-3.83137, 1.93860, -3.05472], [0.03599, -3.38991, -4.81603], [2.47522, 4.24457, -3.85029], [-0.43012, 3.29843, 3.64475], [1.25674, 7.22310, 3.47628], [-2.89800, -1.14997, 6.41211], [5.52246, 1.23923, -3.95840], [5.08720, -2.31709, -3.65807], [-2.21763, 6.30700, 1.16588], [-7.42523, -1.59657, 0.43696], [7.05423, -1.35535, 0.58257], [-3.54728, -1.13404, 4.03657], [1.69137, -5.89406, 0.60618], [-1.30878, -2.24493, -4.87902], [4.66270, -0.41902, 3.98905], [3.33196, -2.47730, -3.65635], [4.24403, -3.07525, -0.74817], [-3.26762, -2.90031, -2.84750], [-0.65572, -0.37331, 7.08667], [4.10151, -1.31002, -4.73157], [0.36480, 0.32886, 2.99656], [-6.59946, 6.27303, 1.34467], [-6.55424, 0.67224, -0.00285], [3.49045, -4.67369, -0.57194], [-1.19509, -7.82384, -1.86864], [-4.83505, 5.09872, 2.59827], [2.87235, -3.79257, 1.72016], [-2.86085, -3.39052, -1.19059], [1.30993, 4.90785, 4.33318], [-3.16590, 3.68425, -1.08717]], "e_homo_ha": -0.37290, "total_charge": 1, "energy_ev": -329533.758, "de_lowest_ev": 1.0847, "largest_force_ev_per_a": 1.6, "homo_lumo_gap_ev": 6.02}

***

{"formula": "C2H5N2O2S", "method": "wB97M-V/def2-TZVPD", "symbols": ["S", "O", "O", "N", "N", "C", "C", "H", "H", "H", "H", "H"], "xyz": [[-3.33220, -0.58133, 0.22047], [1.21945, -1.71663, 0.19420], [-4.51667, 0.12705, -0.12275], [0.49126, 0.96535, 0.44927], [-0.04043, -1.21912, -0.11435], [-2.13967, 0.50472, -0.21254], [-0.36764, 0.02384, 0.15038], [1.73858, -1.84707, -0.62612], [-1.98638, 1.32442, -0.92422], [0.26046, 1.88075, 0.53899], [1.42772, 0.86774, 0.43660], [-0.68982, -1.90018, -0.22607]], "e_homo_ha": [-0.44488, -0.55685], "total_charge": 1, "energy_ev": -20051.784, "multiplicity": 3, "de_lowest_ev": 0.0000, "largest_force_ev_per_a": 7.9, "homo_lumo_gap_ev": [8.37, 8.11]}